1.
C2H4I3N2 as an isolated structure at a distorted geometry. Source: OMol25; level of theory: wB97M-V/def2-TZVPD.

Geometry as XYZ:
```
11
Properties=species:S:1:pos:R:3:forces:R:3
C -0.7384 0.3763 -0.1411 3.5214 -1.2883 2.8729
C 1.4201 -0.9979 -0.4288 -2.3791 -1.2050 -1.8463
N -1.4766 1.1944 0.6255 0.0995 -0.6990 -0.9799
N 0.4581 -0.2269 0.3816 -1.6711 1.5075 0.1277
I -1.1791 -0.2555 -2.0538 -0.3045 0.3668 0.0039
I -1.3681 1.2909 2.7120 0.1889 -0.0581 -0.8704
I -2.9959 2.2940 -0.2629 0.1971 -0.1436 0.3858
H 2.2566 -1.3389 0.0742 1.4237 -0.2073 1.6992
H 1.7446 -0.4810 -1.2905 0.5379 1.3141 -0.6879
H 1.0262 -1.9198 -0.9502 -0.3238 0.7312 1.1906
H 0.8528 0.0645 1.3338 -1.2900 -0.3183 -1.8956
```
Forces are in eV/Å.

Output
Electronic energy: -29411.998 eV
Total charge: +1
Kohn-Sham gap: 7.71 eV
HOMO energy: -13.44 eV

Atomic partial charges in e from the Löwdin method, atoms 1 to 8: -0.931 -0.148 -1.035 -0.084 1.088 0.924 0.868 0.068

***

2.
One molecule with the formula C2H4IN at a distorted geometry. Source: OMol25; level of theory: wB97M-V/def2-TZVPD.

Geometry as XYZ:
```
8
Properties=species:S:1:pos:R:3:forces:R:3
C -0.4015 0.7390 -0.2221 -0.4034 -0.5874 2.8850
C -0.2185 -0.7793 -0.0250 0.2787 2.2858 1.5242
N -1.1884 -0.2578 -0.8683 -3.6507 0.8680 -2.9003
I -3.3132 -0.1451 0.1304 1.9713 -0.3763 -1.0244
H -0.9091 1.2945 0.5706 0.3064 -0.3559 -0.0544
H 0.3265 1.3683 -0.6638 0.5281 0.0068 -1.3374
H 0.6758 -1.1549 -0.4315 0.6105 -1.0305 -0.7296
H -0.6750 -1.1853 0.8205 0.3591 -0.8104 1.6369
```
Forces are in eV/Å.

Output
Electronic energy: -11726.622 eV
Total charge: 0
Kohn-Sham gap: 7.91 eV
HOMO energy: -9.35 eV

The net atomic charges from Löwdin, expressed in e, are: -0.271 -0.246 -0.329 0.572 0.049 0.083 0.093 0.049

***

3.
One molecule with the formula C2H4INOS at a distorted geometry. Source: OMol25; level of theory: wB97M-V/def2-TZVPD.

Geometry as XYZ:
```
10
Properties=species:S:1:pos:R:3:forces:R:3
C -0.8447 -1.3931 -0.1924 -1.5122 2.7305 0.4539
C 1.5488 1.1243 0.1352 2.2876 -2.6244 -3.4013
N -0.3439 -0.2308 -0.2424 1.8598 -0.0623 0.1041
O 1.1213 -0.2280 -0.1378 -2.0076 -0.7500 -0.3026
S -2.6193 -1.5453 -0.0280 0.4155 -0.9573 -0.2887
I -3.5663 0.5880 0.0399 0.1711 0.3652 -0.0374
H -0.3738 -2.3051 -0.0198 1.1005 -1.5030 0.0267
H 0.9518 1.4257 0.8994 -1.3144 1.7743 2.1403
H 1.5101 1.6616 -0.8461 -0.1346 0.1822 1.1861
H 2.6160 0.9027 0.3919 -0.8657 0.8448 0.1190
```
Forces are in eV/Å.

Output
Electronic energy: -24609.667 eV
Total charge: 0
Kohn-Sham gap: 8.14 eV
HOMO energy: -8.71 eV

Atomic partial charges in e from the Löwdin method, atoms 1 to 8: -0.571 -0.076 -0.052 -0.225 0.210 0.420 0.057 0.038

***

4.
One molecule with the formula C2H4INS at a distorted geometry. Source: OMol25; level of theory: wB97M-V/def2-TZVPD.

Geometry as XYZ:
```
9
Properties=species:S:1:pos:R:3:forces:R:3
C 0.1448 -0.9567 0.1300 0.7374 0.0040 0.2959
C -0.3507 0.3758 -0.3221 1.9994 1.2076 0.8948
N -0.5399 -1.9997 0.0628 -0.7352 -0.5032 -0.1675
S 1.1181 1.5197 0.4620 -1.9795 -0.8548 -0.9929
I 0.1546 3.6359 0.0263 0.0517 0.1222 0.0048
H 1.1723 -0.9108 0.5400 -0.1966 -0.3635 -0.1133
H -1.3064 0.6703 0.0902 -0.0535 0.0562 0.1213
H -0.3126 0.5072 -1.3984 0.0116 0.0448 -0.0455
H -0.0802 -2.8417 0.4093 0.1647 0.2867 0.0022
```
Forces are in eV/Å.

Output
Electronic energy: -22563.935 eV
Total charge: 0
Kohn-Sham gap: 8.42 eV
HOMO energy: -8.90 eV

Atomic partial charges in e from the Löwdin method, atoms 1 to 8: -0.395 -0.421 0.097 0.108 0.354 0.070 0.062 0.068

***

5.
A 2-piece molecular cluster, C2H4IOP3 overall at a distorted geometry. Source: OMol25; level of theory: wB97M-V/def2-TZVPD.

Geometry as XYZ:
```
11
Properties=species:S:1:pos:R:3:forces:R:3
C -0.3773 0.9924 -0.0434 -0.0499 1.3207 -0.0671
C -0.9464 -1.6317 1.7237 -2.1807 0.1343 -1.8178
O 0.6294 0.4414 -2.5018 0.2552 -0.0580 -0.5900
P -1.7959 1.6097 -0.7988 0.4403 -0.4510 0.3911
P 1.1036 1.8219 0.3226 -0.9699 -0.1040 -0.1886
P 0.1937 1.8198 -1.7732 0.2438 -0.4491 0.0864
I 2.7861 0.0682 0.0572 0.5253 -0.4553 0.1307
H -0.4711 -1.9736 2.5598 1.5895 -0.5722 1.9296
H -0.4924 -1.0272 0.9441 -0.1429 -0.3240 0.3356
H -1.9826 -2.0104 1.6453 0.7048 0.5159 -0.3095
H 1.3529 -0.1105 -2.1357 -0.4156 0.4426 0.0995
```
Forces are in eV/Å.

Output
Electronic energy: -40149.091 eV
Total charge: 0
Kohn-Sham gap (spin up / spin down): 7.74 / 6.37 eV
HOMO energy (spin up / spin down): -8.63 / -7.11 eV

Atomic partial charges in e from the Löwdin method, atoms 1 to 8: -1.171 0.092 -0.458 0.609 0.290 0.468 0.357 -0.059

***

6.
C2H4KO3 as an isolated structure at a distorted geometry. Source: OMol25; level of theory: wB97M-V/def2-TZVPD.

Geometry as XYZ:
```
10
Properties=species:S:1:pos:R:3:forces:R:3
H -0.4030 -0.9235 0.8765 0.9635 0.7865 -0.9333
O -0.0743 -0.4983 -0.2619 0.3104 -0.8022 -2.2707
C 0.6182 -1.0835 -1.3413 -1.5586 -1.1123 1.7216
K 2.2497 1.5347 -1.7519 -0.1451 -0.0126 0.2703
H -0.1012 -1.3749 -2.1220 0.6517 0.1155 -0.0951
H 1.3249 -1.8414 -0.9699 0.1049 0.4163 -0.6347
O 0.4301 1.3873 1.1910 -0.5363 -0.7458 -0.5488
C -0.4443 0.5666 1.1143 1.1794 1.4759 3.1371
O -1.6750 0.6615 1.5222 -1.0668 -0.4773 -0.6304
H -1.9252 1.5716 1.7431 0.0969 0.3560 -0.0159
```
Forces are in eV/Å.

Output
Electronic energy: -24594.562 eV
Total charge: +1
Kohn-Sham gap (spin up / spin down): 8.27 / 7.31 eV
HOMO energy (spin up / spin down): -12.86 / -12.15 eV

Atomic partial charges in e from the Löwdin method, atoms 1 to 8: 0.257 -0.245 -0.043 0.943 0.074 0.077 0.105 -0.488

***

7.
One molecule with the formula C2H4N2 at a distorted geometry. Source: OMol25; level of theory: wB97M-V/def2-TZVPD.

Geometry as XYZ:
```
8
Properties=species:S:1:pos:R:3:forces:R:3
C 0.9374 -1.4837 -0.8485 -0.0049 0.8771 0.2361
C 0.2477 -0.5073 -0.6987 -0.7848 2.4433 1.4139
N -0.5914 1.1186 0.9795 -0.2561 0.6221 -0.5726
N -0.7198 0.5956 -0.3267 3.2837 -2.6536 -2.9145
H 1.7344 -2.1752 -0.9283 -0.0493 -0.3548 -0.2563
H -0.1099 2.0530 0.9289 -0.5228 -1.6349 -0.0951
H -0.0479 0.4384 1.4587 0.6037 -0.0389 1.1069
H -1.4504 -0.0394 -0.5649 -2.2694 0.7397 1.0818
```
Forces are in eV/Å.

Output
Electronic energy: -5114.910 eV
Total charge: 0
Kohn-Sham gap: 10.30 eV
HOMO energy: -9.28 eV

The net atomic charges from Löwdin, expressed in e, are: 0.067 -0.153 -0.021 -0.132 0.011 0.102 0.050 0.077

***

8.
A 2-piece molecular cluster, C2H4N2 overall. Source: OMol25; level of theory: wB97M-V/def2-TZVPD.

Geometry as XYZ:
```
8
Properties=species:S:1:pos:R:3:forces:R:3
C -1.4200 -0.3637 0.2171 0.7608 0.1833 -0.2585
C 1.4353 -0.1552 -0.4041 -0.8371 0.0569 0.3875
N -2.1213 0.6041 0.0150 -0.0760 0.5200 -0.2225
N 2.1086 0.4556 0.3968 0.1264 0.2202 0.5382
H -1.5231 -1.3575 0.6280 -0.2634 -0.3611 0.2212
H 1.5442 -0.5913 -1.3837 0.2922 -0.1556 -0.4739
H -3.1197 0.6974 0.2165 0.0498 -0.3201 0.1431
H 3.0960 0.7107 0.3144 -0.0527 -0.1435 -0.3352
```
Forces are in eV/Å.

Output
Electronic energy: -5113.587 eV
Total charge: 0
Kohn-Sham gap (spin up / spin down): 8.30 / 8.27 eV
HOMO energy (spin up / spin down): -7.42 / -7.41 eV

The net atomic charges from Löwdin, expressed in e, are: -0.099 -0.098 0.014 0.015 0.030 0.029 0.054 0.055

***

How do the records compare in energy above the lowest of the compared OMol25 structures with the same formula, charge and spin? In the order shown, they have 0.303 2.388 2.285 0.369 3.750 6.015 4.050 5.373 eV.